(1)
C25H14Cl4N3O2Re | the ωB97M-V functional and the def2-TZVPD basis

Properties
Relative energy (zero: lowest compared OMol25 entry of this formula, charge and spin), eV: 0.648
Net charge: +2
LUMO, hartree: -0.3154

Structure (XYZ):
```
49
Properties=species:S:1:pos:R:3:forces:R:3
Re 0.239930 0.466778 -2.065190 0.6 1.6 -0.1
Cl -1.400619 3.869617 -4.811884 0.0 0.0 0.0
Cl 4.142549 0.997407 -4.550225 0.0 0.0 0.0
Cl 3.425716 2.819844 -7.021441 0.0 0.0 0.0
Cl 0.685749 4.258412 -7.137578 0.0 0.0 0.0
O 2.031574 1.010341 -2.480403 0.2 -0.2 0.2
O -0.349507 2.208938 -2.589128 -0.1 0.3 0.0
N 0.335029 1.375014 4.751705 0.0 -0.1 -0.2
N 0.008225 0.308369 -0.149511 -0.3 -0.8 0.6
N -0.080663 -0.826567 4.910369 0.0 0.0 0.0
C -2.226659 -4.169191 -4.781254 0.0 0.0 0.0
C -1.135933 -2.041412 -3.410260 -0.1 0.1 -0.1
C 0.420221 1.217257 8.406101 0.0 0.0 -0.1
C -1.017560 -4.338269 -4.110946 0.0 0.1 0.0
C 0.159021 -0.180313 8.515279 0.0 -0.1 -0.1
C -0.214043 -0.932292 1.890376 0.0 0.0 -0.2
C -0.462638 -3.279678 -3.423985 0.0 0.0 0.0
C 0.049947 -0.362493 6.179266 0.0 0.0 0.1
C -2.358840 -1.878325 -4.091949 0.0 -0.1 0.0
C -0.577113 -0.949952 -2.725536 0.2 -0.4 -0.3
C 0.499211 1.837402 7.195759 0.0 -0.1 0.0
C 1.767727 1.771214 -3.576670 0.2 -0.6 -0.1
C 0.102131 0.251619 4.068197 0.0 0.1 0.0
C -2.896758 -2.949696 -4.774258 0.0 0.1 0.0
C 1.071076 3.298045 -5.789396 -0.3 0.1 0.1
C 0.277859 1.438214 1.946957 0.0 0.1 -0.1
C 0.055084 0.228286 2.658342 0.0 0.0 0.1
C -0.243938 -0.863532 0.535656 -0.1 0.0 0.1
C 2.331336 2.643229 -5.733770 0.2 -0.2 0.1
C 0.511120 2.408446 -3.634317 -0.6 -0.1 -0.2
C -0.029217 -0.992444 7.425347 0.0 0.1 0.1
C 0.310355 1.030631 6.047091 0.0 0.0 0.1
C 0.256302 1.451114 0.596469 0.1 0.0 0.0
C 2.669778 1.847046 -4.650151 -0.1 0.2 -0.2
C 0.144839 3.151397 -4.767039 0.1 0.0 -0.1
H 0.556576 1.785185 9.314941 0.0 0.0 0.0
H -2.651694 -5.003929 -5.322623 0.0 0.0 0.0
H -3.832972 -2.843744 -5.302951 0.0 0.0 0.0
H 0.108826 -0.611272 9.506026 0.0 0.0 0.0
H -0.514958 -5.294276 -4.136874 0.0 0.0 0.0
H 0.422195 2.352517 0.018328 0.0 0.0 0.1
H 0.482977 -3.386547 -2.910406 0.0 0.0 0.0
H -0.417262 -1.886253 2.354084 0.0 0.0 0.0
H -2.862714 -0.921823 -4.071829 0.0 0.0 0.0
H -0.256487 -1.783682 4.655347 0.0 0.0 0.0
H 0.466049 2.347866 2.498406 0.0 0.0 0.0
H 0.696771 2.894050 7.095602 0.0 0.0 0.0
H -0.225474 -2.049706 7.527554 0.0 0.0 0.0
H -0.473114 -1.722835 -0.077631 0.0 0.0 0.0
```
Positions in Å, forces in eV/Å.

=====

(2)
C28H74N8O26 | the ωB97M-V functional and the def2-TZVPD basis

Properties
Relative energy (zero: lowest compared OMol25 entry of this formula, charge and spin), eV: 0.000
LUMO, hartree: -0.0135

Structure (XYZ):
```
136
Properties=species:S:1:pos:R:3:forces:R:3
O 2.577786 -1.972871 -3.450447 0.0 -0.2 -0.1
O 3.152489 2.969016 -1.891058 0.2 0.0 0.3
O 0.959221 0.946618 -2.813159 0.1 0.7 -0.2
O -1.091873 1.548244 -2.498126 0.4 0.7 -0.2
O 1.945998 -7.119243 -0.926389 -0.1 -0.1 -0.1
O -0.816409 -1.791830 0.290962 0.0 0.0 0.1
O -2.498311 -2.671119 3.605848 -0.1 0.0 -0.1
O -4.172049 3.264852 3.489263 -0.1 0.1 -0.1
O 4.590067 1.109302 1.214198 0.6 -0.7 0.2
O 1.053682 -1.697277 4.044103 0.0 -0.1 -0.1
O -3.136365 -0.628320 -2.128392 0.1 -0.4 0.1
O 0.914940 2.316079 2.059666 -0.2 -0.1 -0.6
O 0.872513 4.420688 2.438918 0.0 0.3 -0.6
O -5.668873 1.705443 -0.310038 -0.2 0.0 0.1
O 1.032479 -4.417382 5.158983 -0.1 0.2 0.0
O 3.859576 -0.716042 -5.684654 -0.1 0.1 -0.1
O -2.594267 1.813569 3.350748 0.0 0.1 -0.1
O 5.879362 3.404730 1.849337 -0.1 0.3 0.0
O -2.596965 -4.695411 4.331387 0.0 0.1 -0.2
O 0.777682 -0.375294 -0.055596 0.3 -0.5 -0.1
O -0.852619 -5.244310 -2.088199 -0.3 -0.1 -0.2
O -4.551362 -1.698721 -3.363005 0.1 0.1 0.1
O -3.396408 4.364490 0.632064 0.1 -0.3 -0.1
O -7.978269 4.391573 -0.835172 -0.1 0.2 0.1
O -1.327185 4.111325 0.100156 0.0 -0.3 -0.1
O 2.366247 3.507618 -3.817984 0.0 0.1 0.3
N -3.003562 2.948796 3.514488 0.0 -0.1 0.2
N -2.487329 4.341981 -0.172185 0.1 0.7 0.3
N -0.199083 1.017140 -3.144163 -0.5 -1.5 0.5
N 1.409072 3.423483 1.988799 0.5 -0.3 1.6
N -4.086717 -0.687449 -2.883807 -0.1 0.2 -0.2
N 2.311469 3.468949 -2.600963 -0.2 -0.1 -0.8
N -2.123477 -3.825336 3.624271 0.2 -0.3 0.3
N -0.377026 -0.667983 0.191441 0.1 0.7 -0.1
C 0.752551 -6.918382 -1.651190 -0.3 0.0 0.4
C -4.702805 0.619944 -3.241769 0.5 0.3 -0.1
C 1.349928 -3.218878 5.849393 0.5 -0.1 0.0
C -6.413586 2.856574 0.037657 0.1 0.3 0.2
C 3.500631 -0.033380 -4.504834 0.4 0.7 -0.1
C -2.797265 4.809086 -1.552508 -0.2 -0.4 0.2
C -1.267843 0.488149 0.432614 -0.3 0.2 0.0
C 2.612598 -2.861961 -2.349647 0.0 -0.1 -0.6
C 3.759313 0.200293 0.537946 -1.5 0.2 -0.1
C -0.661908 0.142019 -4.256712 -0.3 -0.2 -0.1
C 2.853573 3.521197 1.592638 -0.5 0.2 -0.2
C -2.003469 4.027122 3.785401 -0.5 -0.4 0.4
C 2.625636 -8.292854 -1.314368 0.2 0.2 0.0
C -0.979701 -4.195984 2.733652 0.0 0.8 0.3
C 0.287931 -5.336595 5.921946 0.6 -0.6 0.3
C 0.585227 -2.037523 5.317477 -0.3 0.3 0.7
C 6.712587 4.263660 2.586203 0.3 0.1 0.2
C 1.110910 4.048388 -1.944639 0.4 0.2 0.4
C -1.491671 -4.051180 -1.712694 -0.1 0.4 0.7
C -4.922808 1.212067 0.785950 0.3 0.4 0.5
C -8.528399 5.029892 -1.961958 0.0 0.1 0.1
C 5.063537 -1.427256 -5.588468 -0.1 -0.7 0.1
C 3.430337 -0.879182 -3.270347 0.2 0.1 0.9
C 0.328972 -0.624844 3.474153 -0.1 -0.1 -0.2
C 5.709420 1.495529 0.457387 -0.4 0.2 -0.5
C 6.608284 2.335730 1.302081 0.5 0.0 0.1
C -7.213281 3.271687 -1.177400 0.3 -0.1 -0.1
C 0.158687 -5.601925 -1.185910 0.5 -0.2 -0.2
H 5.365613 2.068099 -0.418429 0.1 0.0 0.0
H -0.498829 -2.238935 5.324766 0.1 -0.1 -0.2
H -2.113783 4.328435 -2.241119 0.1 0.1 0.0
H 2.425691 -3.043546 5.731050 -0.1 0.1 -0.2
H 3.292677 -8.553544 -0.494916 0.0 -0.1 -0.1
H 1.451069 4.921002 -1.387853 0.0 -0.1 0.1
H 2.879427 3.971626 0.603607 0.1 0.0 0.0
H 4.281370 -0.606727 0.019178 0.2 0.0 0.2
H -2.243407 0.270735 0.012018 -0.1 -0.2 0.3
H 4.217935 0.780681 -4.293215 0.1 -0.2 0.0
H 2.084430 -3.755725 -2.681613 -0.1 0.0 0.2
H 6.146670 5.120832 2.947179 -0.2 -0.1 -0.1
H 0.957385 -4.848545 -1.158113 -0.1 0.0 0.1
H -0.704469 -0.866517 -3.845794 0.1 0.1 0.1
H -0.614313 -4.910752 6.364307 -0.1 0.0 -0.1
H 5.880437 -0.828936 -5.170978 0.0 0.1 -0.1
H 4.434314 -1.207535 -2.947958 0.0 -0.2 -0.4
H -4.533069 0.227201 0.544638 -0.1 -0.1 -0.1
H 0.708471 -1.194953 6.022902 0.2 0.0 -0.1
H 0.405102 4.364419 -2.699321 -0.1 -0.2 -0.1
H 0.050471 -6.183155 5.277801 -0.3 0.2 -0.1
H -0.405334 -4.972139 3.217205 -0.2 -0.3 -0.2
H 6.269301 0.625732 0.086877 -0.1 0.0 0.1
H -1.878354 -4.128303 -0.685377 0.0 0.0 -0.1
H 0.913854 -5.769652 6.719585 -0.1 0.3 0.1
H 3.105309 -0.265924 -2.415116 -0.2 0.1 -0.2
H -2.684367 5.887663 -1.497104 0.0 0.0 -0.2
H -1.255969 0.659996 1.507861 -0.3 -0.1 0.0
H -5.752509 3.674076 0.359188 0.0 -0.1 -0.2
H -1.081619 3.525110 4.038452 0.2 0.2 -0.3
H 7.074577 1.734117 2.095690 -0.1 0.0 0.1
H 7.424744 2.710148 0.664110 0.0 0.0 0.1
H -5.517159 1.169688 1.705906 -0.2 -0.2 -0.2
H -9.091060 5.889600 -1.605531 -0.1 0.0 0.0
H -2.394041 4.592616 4.626631 0.0 0.1 0.0
H -1.420451 -4.436759 1.772192 0.1 -0.2 -0.1
H 2.568702 0.488835 -4.711893 -0.2 -0.3 0.0
H -3.908152 1.349067 -3.101168 -0.1 0.1 0.1
H 3.219965 -8.113391 -2.218874 0.0 0.0 0.0
H 4.949855 -2.333019 -4.971865 0.0 0.2 0.1
H -5.506609 0.807152 -2.536466 -0.1 0.0 -0.1
H -5.002540 0.601681 -4.282733 -0.3 -0.2 0.0
H 7.530708 4.643605 1.959999 0.0 -0.1 0.1
H -0.737342 -0.874802 3.403152 0.0 0.1 0.0
H -7.841132 2.437061 -1.517252 0.0 0.0 0.0
H 0.441988 0.300572 4.048871 0.0 0.0 0.0
H 7.130385 3.752670 3.463129 0.1 0.0 -0.1
H -2.334216 -3.811489 -2.357098 0.1 -0.3 -0.3
H 3.646591 -3.156090 -2.132151 0.0 0.1 0.2
H 0.009851 0.146129 -5.107078 0.2 0.2 0.1
H -0.857963 1.362311 -0.055080 0.3 -0.1 0.0
H -0.363805 -3.302974 2.671439 0.0 0.0 -0.2
H -1.973098 4.648497 2.899062 0.3 -0.1 -0.1
H -0.803434 -3.198296 -1.711710 0.1 -0.1 -0.1
H 5.308049 -1.793078 -6.584637 0.1 0.3 -0.1
H 3.300158 2.533606 1.593449 -0.1 0.1 0.0
H 0.732854 -0.475881 2.473040 0.1 0.1 0.1
H -6.523562 3.536984 -1.996277 0.0 -0.1 0.0
H 1.203900 -3.320344 6.931226 -0.3 -0.1 -0.1
H -4.088155 1.880360 1.039759 0.0 -0.1 -0.2
H -7.734713 5.395993 -2.626584 -0.1 -0.1 -0.1
H 3.321336 4.169499 2.323793 0.0 0.1 0.0
H 0.036937 -7.711086 -1.390937 0.1 -0.1 -0.3
H 3.084754 0.705694 -0.174662 0.5 0.1 -0.2
H 0.919517 -6.912712 -2.732760 0.0 0.0 0.0
H -1.670796 0.458931 -4.489132 0.0 0.1 -0.2
H -9.195589 4.356536 -2.510337 0.0 0.0 -0.1
H 2.133674 -2.418010 -1.473174 0.0 -0.1 0.1
H -7.082655 2.678635 0.890199 0.0 -0.3 -0.1
H -0.215274 -5.750640 -0.163919 -0.1 0.2 0.0
H 0.747917 3.288395 -1.261178 -0.2 0.0 -0.1
H -3.826967 4.534327 -1.754698 0.0 0.1 0.0
H 1.942914 -9.123353 -1.518776 -0.1 0.0 0.1
H 3.043980 -0.198254 1.261285 0.4 -0.2 0.1
```
Positions in Å, forces in eV/Å.

=====

(3)
C3H5BiLiO3 | the ωB97M-V functional and the def2-TZVPD basis

Properties
Net charge: +3
LUMO, hartree: -0.6195

Structure (XYZ):
```
13
Properties=species:S:1:pos:R:3:forces:R:3
Bi 1.763661 0.541844 1.086973 3.3 2.2 3.2
O 0.171024 -0.314327 2.098129 0.7 0.2 2.3
O -1.211886 -0.939301 0.507299 0.4 -0.3 1.0
O 1.338538 0.206509 -0.733351 0.3 -0.4 -1.6
C -0.750159 -1.226477 1.661719 -3.2 -2.3 -2.2
C -1.065367 0.315718 -0.225384 0.1 0.0 -0.1
C 0.034008 0.248450 -1.261747 -3.0 -0.2 -1.6
Li 2.554405 -0.139102 -2.061238 0.8 -0.3 -1.5
H -0.941781 1.145463 0.484162 -0.1 0.2 0.0
H -2.030594 0.439309 -0.726459 0.1 0.1 0.1
H -0.100470 1.143075 -1.894659 0.3 -0.2 0.1
H -0.148784 -0.634633 -1.898082 0.3 0.2 0.2
H 0.387407 -0.786527 2.962640 0.0 0.8 0.1
```
Positions in Å, forces in eV/Å.

=====

Which of these has the highest LUMO? C28H74N8O26

=====

Look up the LUMO of the second one. -0.0135 hartree

=====

Which of these has the lowest LUMO? C3H5BiLiO3